A 2-piece molecular cluster, C3H9N2O overall in a non-equilibrium geometry, computed with the ωB97M-V functional and the def2-TZVPD basis.

Calculated values
- relative energy (zero: lowest compared OMol25 entry of this formula, charge and spin) (kcal per mole) = 35.8
- E_tot (eV) = -8277.5207
- charge = +1
- HOMO energy (eV) = -12.84

Last column: Löwdin charge in e.
CARTESIAN COORDINATES (ANGSTROEM)
O: 0.5686 0.6984 1.8275  -0.036
C: 0.5517 1.8502 1.0743  -0.288
H: -0.4360 2.9403 -0.3776  0.066
H: -1.0376 -1.4013 0.3126  0.168
C: -0.5512 2.3125 0.4943  0.031
H: 1.3399 0.6186 2.3950  0.115
H: -0.1562 -2.8585 -2.1432  0.142
H: 1.5349 2.2956 0.9478  0.122
H: 1.0433 -0.6010 -1.6350  0.149
H: -1.5220 -3.0934 -1.0815  0.137
N: 0.5520 -0.7120 -0.7632  0.206
N: -0.7140 -2.5595 -1.3618  0.194
C: -0.4211 -1.5504 -0.5662  -0.160
H: 0.7907 -0.0653 -0.0065  0.082
H: -1.5431 2.1258 0.8835  0.073

=====

A 2-piece molecular cluster, C3H9N2O2 overall in a non-equilibrium geometry, computed with the ωB97M-V functional and the def2-TZVPD basis.

Calculated values
- relative energy (zero: lowest compared OMol25 entry of this formula, charge and spin) (kcal per mole) = 21.9
- E_tot (eV) = -10333.4259
- charge = -1
- HOMO energy (eV) = -4.13

Last column: Löwdin charge in e.
CARTESIAN COORDINATES (ANGSTROEM)
H: -1.5360 1.3417 0.5981  0.068
C: 0.8874 0.5530 1.3408  -0.202
O: -1.3556 -1.2979 -0.4208  -0.133
H: -0.9923 2.8387 -0.1861  0.060
C: -0.6889 1.8155 0.0763  -0.169
N: 0.2732 -2.7113 -1.1733  0.028
H: 0.4325 2.4785 1.7037  0.106
H: 0.0959 0.0949 1.9255  0.064
H: -0.2034 -3.3906 -0.5261  0.065
H: 1.9203 0.6293 1.8165  0.084
H: -0.4843 1.2525 -0.8721  0.071
N: 0.5330 1.8365 0.8636  -0.227
H: 1.0151 -0.1690 0.4726  0.084
O: -0.0043 -0.7044 -2.1981  -0.113
H: 0.5468 -3.1117 -2.1280  0.078
C: -0.4397 -1.4557 -1.2926  -0.864

=====

An isolated ion of composition C3H9N2O2 and charge +1 in a non-equilibrium geometry, computed with the ωB97M-V functional and the def2-TZVPD basis.

Calculated values
- relative energy (zero: lowest compared OMol25 entry of this formula, charge and spin) (kcal per mole) = 43.7
- SMILES = C[NH2+][C@@H](O)C(N)=O
- E_tot (eV) = -10324.9573
- charge = +1
- HOMO energy (eV) = -15.06

Last column: Löwdin charge in e.
CARTESIAN COORDINATES (ANGSTROEM)
H: 0.9219 1.0909 0.9854  0.189
H: 0.6387 -0.3090 2.0898  0.183
H: 1.5005 -1.2587 -0.1492  0.186
O: -0.4597 -1.5810 -0.0779  0.021
H: 0.4203 -0.9939 -2.6288  0.146
O: 0.7733 1.5524 -0.7080  0.111
N: 0.4165 0.0137 -2.4143  0.221
C: 0.5638 -0.6770 0.0014  -0.254
H: -1.1588 -1.3058 -0.6980  0.133
H: -1.6575 -0.5172 1.7251  0.170
C: -1.0327 0.5116 1.5726  0.005
N: 0.3890 0.1839 1.2336  0.041
C: 0.5798 0.4666 -1.1396  -0.441
H: 0.6277 0.6073 -3.1503  0.102
H: -1.6116 1.1954 0.9112  0.124
H: -0.9111 1.0209 2.4469  0.062

=====

A 2-piece molecular cluster, C3H9N2O2 overall in a non-equilibrium geometry, computed with the ωB97M-V functional and the def2-TZVPD basis.

Calculated values
- relative energy (zero: lowest compared OMol25 entry of this formula, charge and spin) (kcal per mole) = 33.4
- E_tot (eV) = -10325.4042
- charge = +1
- HOMO energy (eV) = -14.35

Last column: Löwdin charge in e.
CARTESIAN COORDINATES (ANGSTROEM)
H: 1.3938 1.7217 0.4805  0.129
H: 1.4530 -1.9358 1.1462  0.238
C: 2.0957 -0.3358 0.0184  -0.119
H: -2.0320 -0.5426 0.4540  0.080
N: -0.0777 0.5513 -0.4283  0.138
O: -1.2622 -1.2547 0.3081  0.131
C: -0.1373 -0.6089 0.1654  -0.451
O: -2.9454 0.4166 -0.0409  -0.001
C: 1.3426 0.9977 -0.3381  -0.055
H: 1.7856 1.3255 -1.3313  0.148
H: -3.2356 0.8365 -0.8752  0.127
H: 2.8492 -0.3030 0.7874  0.128
N: 1.0199 -1.0983 0.5969  0.109
H: -0.9388 1.0652 -0.4474  0.142
H: -3.7552 0.0091 0.3590  0.136
H: 2.4444 -0.8444 -0.8549  0.120

=====

An isolated ion of composition C3H9N2O3 and charge +1 in a non-equilibrium geometry, computed with the ωB97M-V functional and the def2-TZVPD basis.

Calculated values
- relative energy (zero: lowest compared OMol25 entry of this formula, charge and spin) (kcal per mole) = 150.1
- SMILES = CC[C@H](O)O/N=[NH+]\O
- E_tot (eV) = -12367.6615
- charge = +1
- HOMO energy (eV) = -15.11

Last column: Löwdin charge in e.
CARTESIAN COORDINATES (ANGSTROEM)
H: -0.9038 0.2081 -2.6685  0.104
H: 2.9413 0.1590 2.5806  0.164
O: 2.4505 0.7475 3.2041  0.134
H: 1.3155 -1.1469 -0.6038  0.174
O: -0.3235 -1.8703 0.2098  0.065
H: -1.7713 -0.5409 -1.2502  0.070
N: 1.1133 0.5466 3.1951  0.027
O: 1.1958 -0.4028 1.2894  -0.010
C: 0.4403 -0.8090 -0.0238  -0.319
N: 0.4608 0.1309 2.2561  0.125
H: 0.5841 1.0156 3.9118  0.212
H: -1.8594 1.2245 -1.8493  0.109
H: 0.4599 1.3422 -0.9090  0.131
C: -1.2046 0.3416 -1.5955  -0.108
C: -0.1762 0.5267 -0.5314  -0.191
H: -1.3391 -1.6798 0.2637  0.184
H: -0.6952 0.9601 0.3985  0.131

=====

C3H9N2O8PS2 as an isolated structure in a non-equilibrium geometry, computed with the ωB97M-V functional and the def2-TZVPD basis.

Calculated values
- E_tot (eV) = -53573.9813
- charge = -2
- HOMO energy (eV) = -0.19

Last column: Löwdin charge in e.
CARTESIAN COORDINATES (ANGSTROEM)
O: 0.7130 -1.2542 -2.0693  0.081
S: -2.2119 0.1170 0.2929  0.899
H: -4.8471 -1.9237 0.8827  0.000
O: -1.1303 0.2359 -0.8817  -0.315
H: 1.4038 1.3725 -1.4424  0.097
O: 4.6446 1.3142 2.9792  -0.494
H: 1.6820 1.3786 0.3183  0.049
S: 4.3812 1.4394 1.5194  0.196
H: 0.2591 2.1940 -0.3706  0.087
N: 0.1746 0.1150 -0.2504  -0.141
O: 5.5488 2.0557 0.8335  -0.492
H: -6.2652 -0.8817 -1.6930  -0.061
H: -5.1369 0.2174 0.2525  0.007
H: 1.3418 -2.3971 0.5287  0.084
O: -3.1654 -1.0140 -0.5366  -0.526
O: 3.1623 2.2856 1.2993  -0.499
P: -4.7519 -1.0461 -0.2017  0.566
O: 4.0959 0.0847 0.9351  -0.491
O: -2.9574 1.3419 0.2521  -0.433
H: 2.6788 -1.9873 -0.5978  0.086
C: 0.8942 -0.9553 -0.9053  -0.466
C: 0.9403 1.3695 -0.4670  -0.004
H: 2.2602 -0.8805 0.7123  0.055
N: -5.5906 -1.5700 -1.4018  -0.290
C: 1.8762 -1.6116 0.0117  0.005

=====

A 2-piece molecular cluster, C3H9N2OS overall in a non-equilibrium geometry, computed with the ωB97M-V functional and the def2-TZVPD basis.

Calculated values
- relative energy (zero: lowest compared OMol25 entry of this formula, charge and spin) (kcal per mole) = 67.5
- E_tot (eV) = -19111.0133
- charge = +1
- HOMO energy (eV) = -13.24

Last column: Löwdin charge in e.
CARTESIAN COORDINATES (ANGSTROEM)
H: 1.0837 0.7929 -2.0084  0.096
H: -0.9140 -0.6251 1.2445  0.073
H: 0.0308 -2.6241 -0.0157  0.178
H: 2.4430 -0.1087 -1.7129  0.113
S: -1.7644 0.4709 -0.6819  0.957
C: -0.8901 -0.7412 0.2260  -0.465
H: -2.0927 2.6016 0.7703  0.063
N: 1.6142 0.2930 -1.3278  0.116
H: -0.5051 1.7873 0.9158  0.029
H: -1.9932 1.0412 1.5822  0.038
H: 2.3848 -0.5696 1.3738  0.089
C: 1.4116 0.2905 -0.0237  -0.233
C: -1.5885 1.6333 0.7601  -0.316
O: 2.3241 -0.5312 0.4452  0.048
H: -0.9347 -1.8303 -1.2143  0.062
N: -0.6094 -1.8805 -0.3332  0.151

=====

C3H9N2OS as an isolated structure in a non-equilibrium geometry, computed with the ωB97M-V functional and the def2-TZVPD basis.

Calculated values
- relative energy (zero: lowest compared OMol25 entry of this formula, charge and spin) (kcal per mole) = 99.2
- E_tot (eV) = -19109.6375
- charge = +1
- HOMO energy (eV) = -12.81

Last column: Löwdin charge in e.
CARTESIAN COORDINATES (ANGSTROEM)
C: -0.6260 -2.9353 -0.2378  0.046
H: 0.0875 -3.3081 0.5302  0.117
H: 2.3325 1.0793 -0.9667  0.088
C: -0.6334 -0.5387 -0.4666  -0.224
H: -1.9270 0.5356 2.5006  0.064
N: -0.9122 -1.7281 -0.3492  -0.059
H: -0.5558 1.4938 2.3580  0.024
N: 1.7288 1.4027 -1.6959  0.149
H: -0.3316 -0.2715 2.1271  0.078
H: 0.6614 1.5156 -0.9554  0.039
S: -1.2836 0.9477 0.2324  1.032
O: -0.0843 1.9232 -0.0214  -0.510
H: 1.5380 0.6431 -2.3021  0.079
H: -1.0377 -3.7779 -0.7882  0.100
H: 2.0105 2.3951 -1.9688  0.158
C: -0.9672 0.6236 2.0039  -0.182